{
  "formula": "C15H26AlF4N5O2",
  "method": "ωB97M-V/def2-TZVPD",
  "species": ["F", "H", "C", "H", "H", "H", "H", "H", "F", "C", "H", "F", "N", "C", "N", "H", "C", "Al", "H", "H", "O", "O", "H", "H", "H", "H", "H", "H", "C", "F", "H", "N", "C", "C", "C", "C", "H", "H", "H", "C", "H", "H", "H", "H", "N", "C", "H", "H", "N", "C", "C", "C", "C"],
  "coordinates": [[4.85537, 2.56803, 1.50528], [1.78868, 4.00906, -0.00682], [-0.39626, 1.95032, -1.13867], [-5.11424, 2.03386, -1.74924], [2.90367, -0.18986, -1.80068], [-3.96278, -0.52724, -0.23697], [2.40537, -0.75683, -0.08052], [3.94744, -2.06578, -1.90464], [6.39740, 0.72032, 3.13105], [3.58016, -2.98330, 2.41369], [5.36987, -3.68567, 0.20134], [3.78273, 1.58927, 4.01975], [2.96361, 1.36173, -0.32847], [3.12668, -0.09988, -0.67090], [-0.07246, 3.29159, -0.73710], [-1.76201, 0.22840, -1.37016], [4.61144, -1.86768, -0.99251], [5.26373, 2.07978, 3.17571], [-0.71021, 4.09329, -0.73576], [-6.94516, 0.07914, 0.67824], [4.33723, -2.24006, 1.42281], [4.49188, -0.50315, -0.48425], [-3.01606, 3.19235, -1.43671], [2.07809, -1.58350, 3.28961], [-3.86829, -0.41141, -2.07593], [-4.93018, 1.74776, 0.04855], [3.72587, 1.94738, 0.07082], [3.55098, -3.64641, -0.02864], [-8.06693, -1.29859, -0.98719], [6.00625, 3.44588, 4.02363], [3.12947, -2.46402, 4.59257], [-5.84274, -0.61796, -1.22136], [-6.94886, -0.49460, -0.29800], [-7.58536, -1.90680, -2.33713], [1.76352, 1.88535, -0.56136], [-4.46591, -0.05622, -1.16823], [5.69987, -1.94445, -1.37249], [-5.33538, -1.50575, -3.20373], [-2.64969, 2.42874, 0.19056], [-4.42585, 1.53314, -0.97016], [4.25795, -3.80943, 2.81761], [-1.80452, 1.49252, -2.78048], [-8.11453, -2.55345, -3.10169], [3.82014, -1.03552, 3.59109], [1.25334, 3.21393, -0.37470], [4.45913, -2.97179, 0.18109], [2.64260, -3.38271, 1.89835], [-9.13476, -1.46593, -0.63664], [0.70368, 1.00330, -1.08727], [-2.95495, 2.17119, -0.89387], [3.13516, -1.94652, 3.56902], [-1.80861, 1.33250, -1.64057], [-6.13557, -1.38432, -2.40795]],
  "mulliken_charge": [-0.534, 0.253, -0.036, 0.282, 0.286, 0.180, 0.236, 0.313, -0.448, -0.332, 0.299, -0.459, 0.115, -0.360, -0.138, 0.321, -0.404, 0.869, 0.279, 0.299, -0.217, -0.403, 0.249, 0.216, 0.284, 0.265, 0.278, 0.307, -0.445, -0.451, 0.308, 0.302, -0.317, -0.533, 0.302, -0.613, 0.295, 0.219, 0.416, -0.503, 0.308, 0.214, 0.325, 0.104, -0.094, -0.509, 0.297, 0.304, -0.312, -0.658, -0.763, -0.086, -0.107],
  "total_energy_ev": -44989.528,
  "e_homo_ev": -8.56,
  "charge": 0,
  "lumo_ha": -0.0292
}